# 1
C3H4N2O | ωB97M-V/def2-TZVPD

```
10
Properties=species:S:1:pos:R:3:forces:R:3
O -1.78854 1.31321 -0.07584 -0.0581 0.2054 0.2589
C -0.69771 0.52798 0.11416 0.0629 -0.1970 -0.3455
C 0.29315 0.44711 -0.81517 -0.1273 0.0328 -0.0553
N 1.06321 -0.62164 -0.42194 -0.0002 0.1124 0.1541
C 0.52921 -1.09430 0.74318 0.1148 0.0523 -0.1840
N -0.54046 -0.40908 1.09917 0.0632 0.0238 -0.3748
H -2.11525 1.69176 0.74404 0.0641 -0.1634 0.2589
H 0.48470 1.04760 -1.68783 0.0067 -0.1668 -0.0097
H 1.82660 -0.96277 -0.98532 -0.0185 -0.2081 0.4837
H 0.94509 -1.93986 1.28555 -0.1075 0.3089 -0.1863
```
Forces are in eV/Å.

Output
Relative energy (zero: lowest compared OMol25 entry of this formula, charge and spin) in kJ/mol: 60.2
Gap between HOMO and LUMO in Ha: 0.3424
Largest force on an atom in eV Å⁻¹: 0.527

Mulliken atomic charge list, values in e, 4 entries: number 1, O, carries -0.5123; number 2, C, carries 0.4687; number 3, C, carries -0.4597; number 4, N, carries -0.0442

---

# 2
C4H6O | ωB97M-V/def2-TZVPD

```
11
Properties=species:S:1:pos:R:3:forces:R:3
C 1.85289 -0.05693 0.18002 0.0617 2.4941 -1.3911
O 0.76178 -0.93750 -0.05025 -0.6231 0.2066 -0.4227
C -0.38800 -0.28984 -0.07292 -3.8242 -0.5362 0.7924
C -1.26380 0.68122 0.00140 0.2476 -2.9950 -0.2963
C -2.05406 -0.64862 0.14619 4.8069 0.7923 0.5559
H 2.23202 0.46492 -0.83889 -0.7786 -1.3758 2.2287
H 2.64699 -0.65714 0.64517 -0.2769 0.5921 -0.0395
H 1.35189 0.77049 0.79298 1.6679 -0.8982 -0.3300
H -1.70409 1.56490 -0.29891 0.1076 2.1118 -0.1928
H -2.19595 -1.17799 1.04645 -0.3562 0.3153 1.6347
H -2.30721 -1.29166 -0.61041 -1.0327 -0.7070 -2.5393
```
Forces are in eV/Å.

Output
Relative energy (zero: lowest compared OMol25 entry of this formula, charge and spin) in kJ/mol: 392.9
Gap between HOMO and LUMO in Ha: 0.3563
Largest force on an atom in eV Å⁻¹: 4.903

Mulliken atomic charge list, values in e, 4 entries: number 1, C, carries -0.5570; number 2, O, carries -0.3468; number 3, C, carries 0.4003; number 4, C, carries -0.3235

---

# 3
C2H2KO2 | ωB97M-V/def2-TZVPD

```
7
Properties=species:S:1:pos:R:3:forces:R:3
H 1.60570 0.15778 -0.14620 -0.1555 -1.0270 -0.4876
O -0.63834 -0.72053 -0.90536 1.6674 0.2855 -0.6384
C 0.29486 0.17931 -0.73231 -1.8450 1.3611 1.5594
C 0.51842 0.60545 0.67434 -1.6598 -0.1474 -0.7085
O -0.08191 0.07342 1.60914 1.2466 0.3142 0.1766
H 0.38821 1.03253 -1.43296 0.7747 -0.7013 0.0484
K -2.08695 -1.32797 0.93336 -0.0286 -0.0851 0.0501
```
Forces are in eV/Å.

Output
Expectation value of S²: 0.75
Relative energy (zero: lowest compared OMol25 entry of this formula, charge and spin) in kJ/mol: 77.0
Multiplicity: 2
Gap between HOMO and LUMO (alpha / beta) in Ha: 0.2470 / 0.2584
Largest force on an atom in eV Å⁻¹: 2.773

Mulliken atomic charge list, values in e, 4 entries: number 1, H, carries 0.1420; number 2, O, carries -0.8402; number 3, C, carries 0.0075; number 4, C, carries -0.0627

---

# 4
C5H11IN | ωB97M-V/def2-TZVPD

```
18
Properties=species:S:1:pos:R:3:forces:R:3
C -0.85383 1.18276 1.55532 -3.3073 1.5001 -1.8233
C -0.31764 0.61111 0.30347 0.1882 2.9948 -1.9656
I -0.08149 2.47187 -1.39772 -0.3477 -1.3574 1.5975
C -0.96991 -0.51740 -0.35026 -2.0107 -0.1841 -1.9367
C 0.04893 -1.43575 -1.02503 0.3803 3.1872 2.4612
C 1.31496 -0.59108 -0.85291 0.7530 -1.1913 -4.9771
N 1.06629 0.17485 0.34314 0.3715 -0.7883 1.0772
H -1.93858 1.62846 1.34654 2.2482 -1.2317 0.4491
H -0.31724 1.99543 1.90396 1.3130 1.8222 0.4105
H -0.89602 0.53568 2.37459 -0.2945 -1.6875 1.0858
H -1.60939 -0.13868 -1.16016 -0.3889 -0.1875 0.7342
H -1.54629 -1.00759 0.40038 -0.8299 -0.5934 0.3680
H 0.14979 -2.27557 -0.44793 0.1231 -2.5299 1.0108
H -0.19472 -1.62071 -2.00138 -0.3682 -0.6669 -2.3234
H 2.12029 -1.36118 -0.78310 0.1080 1.5286 0.1626
H 1.32121 0.05481 -1.84780 0.8079 -0.8978 2.5828
H 0.97313 -0.59225 1.01171 0.8842 0.2012 1.0458
H 1.73051 0.88525 0.62717 0.3696 0.0817 0.0406
```
Forces are in eV/Å.

Output
Relative energy (zero: lowest compared OMol25 entry of this formula, charge and spin) in kJ/mol: 140.9
Charge: +1
Gap between HOMO and LUMO in Ha: 0.3115
Largest force on an atom in eV Å⁻¹: 5.173

Mulliken atomic charge list, values in e, 4 entries: number 1, C, carries -1.3262; number 2, C, carries -0.5873; number 3, I, carries 0.1845; number 4, C, carries -0.2292

---

# 5
C6H9FS | ωB97M-V/def2-TZVPD

```
17
Properties=species:S:1:pos:R:3:forces:R:3
F -1.43260 -2.07030 -0.03926 0.2856 -0.0336 -0.5911
C -1.24557 -0.70188 0.06835 0.1829 0.8594 1.7999
C -0.87888 0.08626 -1.16576 -0.6349 -0.0499 -2.0338
C -0.05885 1.31890 -0.69150 -0.3679 0.8192 -0.7359
C 0.50280 0.96711 0.68102 -0.3455 -0.2608 0.0437
C 1.28573 -0.31401 0.79368 1.3390 0.4500 1.5986
S 2.16490 -1.00854 -0.57570 0.1318 0.2068 -0.3053
C -0.16846 -0.34455 1.08316 -0.1315 0.4933 -0.7677
H -2.19512 -0.32059 0.50643 0.4134 -0.1699 -0.3982
H -1.82649 0.33878 -1.72100 0.9416 0.1759 0.5545
H -0.30192 -0.48426 -1.91890 -0.1580 -0.0588 0.7679
H 0.71676 1.63507 -1.43290 -0.4686 -0.4870 0.5332
H -0.74834 2.19012 -0.64639 0.4488 -0.4478 0.3496
H 0.71965 1.72946 1.45073 -0.2759 -0.3696 -0.7597
H 1.88169 -0.30033 1.76482 -0.6929 -0.2604 -1.4644
H 1.95568 -2.27940 -0.25956 -0.0660 -0.3785 0.0427
H -0.37097 -0.44181 2.10279 -0.6019 -0.4883 1.3659
```
Forces are in eV/Å.

Output
Relative energy (zero: lowest compared OMol25 entry of this formula, charge and spin) in kJ/mol: 90.8
Gap between HOMO and LUMO in Ha: 0.3617
Largest force on an atom in eV Å⁻¹: 2.133

Mulliken atomic charge list, values in e, 4 entries: number 1, F, carries -0.3447; number 2, C, carries 0.1493; number 3, C, carries -0.7770; number 4, C, carries -0.7331

---

# 6
C14H8ClNO6RuSe2Te2 | ωB97M-V/def2-TZVPD

```
35
Properties=species:S:1:pos:R:3:forces:R:3
Ru 0.07372 0.32255 0.07445 0.0514 -0.0199 0.1309
Se 0.89461 0.94704 2.10054 -0.0471 -0.0101 -0.1415
Te 2.91300 -0.22626 2.90107 -0.0121 -0.0190 0.0846
Te 3.68650 -1.39425 0.63277 0.0567 0.0100 -0.0542
Se 1.51364 -1.36227 -0.59341 -0.0667 -0.0013 0.0200
O -1.55023 -2.48526 -1.82987 0.0557 -0.0030 0.0339
C -1.15592 -1.37207 -2.08329 -0.0371 -0.0443 0.0070
O -1.24643 -0.34589 -1.25786 0.0253 0.0670 -0.0572
C -0.52773 -1.05876 -3.41945 -0.0308 0.0221 -0.0123
C -0.24291 0.24599 -3.80563 0.0151 -0.0055 0.0066
C 0.34037 0.50188 -5.03931 0.0013 0.0026 0.0025
C 0.65298 -0.54320 -5.89216 -0.0004 -0.0047 -0.0029
C 0.36424 -1.83428 -5.48304 -0.0040 0.0070 0.0070
C -0.22510 -2.11594 -4.26766 -0.0098 -0.0029 -0.0145
N 0.70505 -2.95299 -6.38468 0.0056 -0.0035 -0.0056
O 1.19838 -2.67676 -7.46051 -0.0022 -0.0005 0.0034
O 0.47564 -4.07912 -5.99746 -0.0022 0.0012 -0.0004
H -0.47722 1.05668 -3.12941 0.0014 -0.0042 -0.0037
H 0.55532 1.51924 -5.33740 0.0008 -0.0006 -0.0002
H 1.11124 -0.37875 -6.85574 -0.0001 0.0005 0.0003
H -0.44820 -3.13098 -3.97424 0.0009 -0.0002 0.0013
Cl -4.10355 7.18482 -2.34671 0.0001 0.0008 -0.0007
C -3.24328 5.79440 -1.77580 0.0003 -0.0035 0.0026
C -2.00069 5.49873 -2.31744 0.0005 0.0008 -0.0025
C -1.31719 4.38675 -1.85962 -0.0041 0.0020 0.0008
C -1.87748 3.58712 -0.86874 0.0147 -0.0059 -0.0061
C -3.12430 3.89452 -0.33475 -0.0006 -0.0002 0.0003
C -3.81436 5.00350 -0.78899 -0.0019 0.0008 0.0008
C -1.15891 2.40000 -0.38332 -0.0086 0.0143 -0.0008
O -0.02677 2.06077 -0.90330 0.0021 0.0169 -0.0097
O -1.58244 1.66117 0.53510 -0.0043 -0.0178 0.0090
H -1.58320 6.13391 -3.08556 -0.0002 0.0003 0.0006
H -0.34683 4.13395 -2.26520 0.0004 -0.0004 0.0007
H -3.54492 3.25544 0.42966 -0.0004 0.0012 0.0000
H -4.78586 5.25810 -0.39013 0.0005 0.0001 0.0002
```
Forces are in eV/Å.

Output
Relative energy (zero: lowest compared OMol25 entry of this formula, charge and spin) in kJ/mol: 44.8
Gap between HOMO and LUMO (alpha / beta) in Ha: 0.1969 / 0.1966
Largest force on an atom in eV Å⁻¹: 0.149

Mulliken atomic charge list, values in e, 4 entries: number 1, Ru, carries 0.6242; number 2, Se, carries -0.0325; number 3, Te, carries 0.0547; number 4, Te, carries -0.0213

---

# 7
C34H80NO20P5 | ωB97M-V/def2-TZVPD

```
140
Properties=species:S:1:pos:R:3:forces:R:3
C 2.81749 -3.39470 1.18639 1.3059 1.0271 -1.8831
C 1.40507 -3.50031 1.66935 0.9740 -0.4906 -1.1165
O 1.47625 -3.32185 3.05904 -1.0065 1.7691 2.4004
P 1.34693 -1.87123 3.80302 -0.6090 -0.8164 0.5694
O 0.86026 -0.76108 2.96259 0.6125 -0.2345 0.3748
O 2.75710 -1.52391 4.55321 -1.7592 -1.0774 -1.1575
C 3.68272 -2.59256 4.86065 1.0730 0.8521 -0.3792
C 3.99167 -2.69337 6.30793 0.1411 0.8940 1.1216
O 0.31538 -2.25174 4.99689 1.6859 -0.4103 -0.7159
C 0.26032 -1.39800 6.14527 -1.2879 0.3123 1.2250
C -0.28886 -2.14359 7.40610 0.7474 0.6934 -0.7537
H 2.96103 -3.91766 0.24087 -0.0824 -0.1901 -0.0839
H 3.05077 -2.36046 0.93337 -0.2537 0.3310 -0.1358
H 3.69219 -3.62180 1.79583 -0.6312 -0.7864 0.6972
H 0.77896 -2.81207 1.10153 -0.1120 0.4637 0.5343
H 1.01066 -4.48091 1.40297 -0.1315 -0.2116 0.7889
H 3.40965 -3.56078 4.44103 -0.2442 0.3273 -0.1760
H 4.61661 -2.21127 4.44765 -0.0002 -0.5428 -0.7404
H 3.15364 -2.40569 6.94279 -0.4048 -1.1790 0.1329
H 4.50589 -3.64394 6.44969 -0.4950 -0.1547 0.6232
H 4.68393 -1.92476 6.65160 0.4287 0.1299 -0.4643
H 1.20355 -0.94159 6.44547 0.3045 -0.1988 -0.4701
H -0.40421 -0.58399 5.85564 -0.1110 0.1157 0.2172
H -1.12329 -2.80392 7.16990 0.2072 -0.0793 0.0523
H 0.54435 -2.62582 7.91729 -0.1270 -0.6648 -0.2835
H -0.59699 -1.41785 8.15874 -0.3183 0.3040 -0.2551
C 4.66145 -0.13162 2.33211 -0.2712 -0.3585 -1.0430
C 5.16809 0.34121 0.95490 0.2069 1.1031 0.2332
O 4.53756 -0.35971 -0.11929 -0.2395 -0.9311 -1.5426
P 4.95530 -0.23375 -1.68295 -1.2494 1.1384 1.5055
O 6.41142 -0.33534 -1.91998 -1.2439 -0.0580 -0.4041
O 3.94776 -1.30553 -2.40602 0.4784 2.9627 0.8088
C 4.32455 -2.61995 -2.50875 0.8663 -2.8227 0.2221
C 3.66808 -3.36262 -3.61640 -0.7859 0.3799 -1.4432
O 4.22178 1.20417 -2.02495 0.3732 -2.5906 1.7765
C 4.41602 1.81316 -3.26900 0.4523 0.5057 -0.3165
C 5.26589 3.07055 -3.05969 -0.2572 -0.0884 -0.8230
H 3.61106 0.10084 2.50747 -0.0031 0.4356 -0.1841
H 4.65828 -1.22117 2.36329 0.4988 -0.0719 0.1140
H 5.24761 0.28777 3.14981 0.0958 -0.0553 -0.1420
H 4.94334 1.39389 0.78328 -0.2415 0.2058 0.3186
H 6.25013 0.30742 0.82788 0.1069 -0.5601 0.2412
H 5.40139 -2.69693 -2.65902 0.1361 0.0120 0.3174
H 3.99371 -3.25442 -1.68650 0.5292 0.7120 1.0684
H 2.61451 -3.57791 -3.43824 -0.0884 0.1979 0.1789
H 3.72018 -2.75294 -4.51843 0.0640 -0.2870 -0.3893
H 4.14461 -4.33188 -3.76319 0.2094 0.1363 -0.0733
H 4.87609 1.04448 -3.88992 0.3912 0.5243 -0.5963
H 3.44234 2.03405 -3.70634 -0.0706 0.1076 0.0948
H 5.40558 3.53699 -4.03490 0.5254 -0.1261 -0.1725
H 4.79370 3.87716 -2.49888 -0.3772 -0.4604 0.3963
H 6.20812 2.81213 -2.57644 0.0396 0.0508 -0.2248
C -0.71557 3.61478 0.73670 0.7915 -0.5383 0.3436
C -0.47836 4.64344 1.82506 0.7870 0.8166 -1.8299
O -0.83058 4.16293 3.06538 -1.1708 -0.4744 3.2547
P -0.12761 4.79537 4.38133 -0.6009 2.1280 0.8145
O 0.07960 6.29107 4.35100 -0.4534 -2.7528 0.1104
O -1.00299 4.25565 5.67342 0.3115 -1.3935 -3.7239
C -0.96706 4.88102 6.93644 -0.0772 1.0021 -0.5169
C -1.93776 4.23094 7.94154 2.0045 -0.2663 -1.6175
O 1.22853 3.99592 4.41676 -0.2108 0.5740 0.1435
C 1.25920 2.59323 4.21749 -0.2229 -1.4666 0.6820
C 2.43662 2.05730 4.99099 0.8124 -0.3803 -0.5029
H -0.63576 2.61969 1.17434 -0.4713 -0.1107 0.0958
H -1.63489 3.72327 0.16123 0.1749 -0.0260 0.0401
H 0.19549 3.62851 0.13846 -0.4026 0.2030 -0.7511
H 0.59110 4.85393 1.81795 0.1127 0.2732 0.0784
H -1.00096 5.57036 1.58882 -0.0181 0.1338 0.1967
H 0.07384 4.78589 7.24559 -0.0791 0.3229 0.6806
H -1.20406 5.90045 6.63196 0.0782 0.4783 1.1315
H -1.62326 4.69924 8.87422 -0.9948 -0.0899 0.3024
H -2.96463 4.21455 7.57635 -0.0102 0.5349 0.5517
H -1.58795 3.19861 7.93728 -0.2361 -0.2405 0.4557
H 0.40123 2.03605 4.59372 -0.6008 0.6285 0.5591
H 1.15936 2.31566 3.16816 0.9196 0.3823 -0.3021
H 2.54570 0.99004 4.79826 0.0163 -0.0576 -0.0496
H 3.37258 2.53566 4.70243 0.0263 0.0528 -0.1817
H 2.37011 2.17012 6.07309 -0.4704 0.1924 -0.0401
C -4.23680 -1.55271 -2.93659 0.2314 -0.0994 -1.1688
C -5.25986 -0.95843 -1.95447 0.3813 -1.2325 -2.8098
O -4.53007 -0.55070 -0.84877 -0.4435 -0.1485 2.2724
P -4.83102 -1.35045 0.50940 -0.4323 0.5276 0.8856
O -4.62770 -2.81290 0.50525 -0.1981 1.3304 -0.0428
O -3.97071 -0.53407 1.56144 0.0149 -1.2627 -0.5103
C -3.79106 0.86359 1.54022 1.7946 1.1310 0.2166
C -2.78442 1.16715 2.65852 -0.3951 0.6648 0.0714
O -6.32205 -0.84899 0.92427 0.6659 -0.1627 -1.5532
C -6.73610 -0.93309 2.27780 -1.3788 -1.0913 0.0343
C -8.14743 -1.58655 2.33584 0.9182 0.9955 -0.2159
H -3.85225 -2.52804 -2.63833 -0.2489 0.0015 0.4882
H -4.60532 -1.71024 -3.95023 -0.6854 -0.0444 0.0189
H -3.34435 -0.96592 -3.15410 -0.0888 0.5661 0.6391
H -5.85158 -0.14734 -2.37886 0.3638 0.3452 0.0769
H -5.98188 -1.76081 -1.80285 -0.0611 -0.0366 0.7513
H -3.33391 1.19935 0.60942 0.0533 -0.3781 -0.3219
H -4.70119 1.46119 1.59168 -0.3877 -0.4426 0.5067
H -2.63215 2.24334 2.74055 -0.3290 0.1547 0.1528
H -3.13486 0.78094 3.61567 0.0036 0.0369 0.0083
H -1.76785 0.80934 2.49523 -0.2081 -0.5768 -0.3220
H -6.07653 -1.63915 2.78233 0.2000 0.5280 0.4935
H -6.77586 0.07648 2.68681 0.3925 -0.1386 0.2539
H -8.45736 -1.61388 3.38049 0.0709 -0.5634 0.0217
H -8.89933 -0.97262 1.84001 0.1257 0.0045 -0.2858
H -8.05058 -2.54721 1.83004 -0.3781 -0.1254 0.3755
C -0.88108 1.87045 -6.30320 -1.9114 -0.4034 -1.0191
C -2.13304 1.34509 -7.10528 1.0884 0.6266 0.2082
O -2.10404 -0.08570 -7.44157 0.6409 0.7301 -0.5362
P -1.04910 -0.51326 -8.62639 -0.0691 0.0950 0.9406
O -0.46260 0.67516 -9.26453 -0.1492 -0.3429 -0.1347
O -1.91044 -1.48291 -9.58189 1.2396 -0.1779 1.5028
C -3.07079 -1.01328 -10.31867 0.8375 0.2015 0.6974
C -4.27103 -0.74989 -9.41528 0.1246 0.4266 -0.6936
O 0.03999 -1.47741 -7.89611 -1.7141 0.1841 -2.5304
C 0.89426 -1.03361 -6.85730 -0.7309 0.1577 1.0524
C 0.22429 -1.42402 -5.57070 0.8740 0.4560 0.6436
H -1.10208 2.93676 -6.25573 0.3104 0.1414 0.3608
H -0.86720 1.43669 -5.30332 0.4069 0.0764 -0.1138
H 0.01126 1.74173 -6.91579 -0.0174 -0.0636 0.3571
H -3.04861 1.61630 -6.57965 -0.0518 -0.8844 0.3755
H -2.19934 1.97631 -7.99143 0.2200 -0.4909 -0.4493
H -2.67854 -0.14834 -10.85356 -0.6294 0.1610 -0.2713
H -3.29092 -1.82616 -11.01069 0.1156 0.1063 0.0321
H -4.32430 0.26764 -9.02811 0.2846 -0.0370 0.0383
H -5.12301 -0.85729 -10.08662 -0.3747 -0.2320 0.3696
H -4.28388 -1.43561 -8.56810 -0.1838 -0.1156 -0.2617
H 1.86145 -1.53416 -6.90309 -0.0970 0.0010 -0.5859
H 1.03417 0.04709 -6.83277 0.1798 -0.0702 -0.5317
H -0.66994 -0.83483 -5.36746 -0.0910 -0.3551 -0.1747
H 0.05748 -2.50061 -5.53569 -0.1447 0.1235 0.1495
H 0.96450 -1.11901 -4.83100 -0.1442 -0.3200 0.6119
N 0.35478 -0.31322 0.24562 -1.7689 0.0519 -0.2192
C 1.23384 -0.53038 -0.76174 -0.0178 -0.9262 -0.1607
C 0.56880 -1.30666 -1.70668 2.2218 0.5088 -0.9117
C -0.75804 -1.45008 -1.36796 -0.5877 0.3141 2.1041
C -0.86949 -0.85410 -0.09479 -0.2993 -0.3884 -1.3437
H 0.50708 0.12992 1.14035 0.3197 -0.1936 -0.0764
H 2.26891 -0.22745 -0.70470 -0.2747 -0.0461 0.0752
H 1.08098 -1.75576 -2.54476 -0.0975 0.2150 -0.1892
H -1.51855 -1.98100 -1.92126 0.0004 0.0699 0.2366
H -1.78494 -0.81523 0.47690 0.4421 0.2472 0.4425
```
Forces are in eV/Å.

Output
Expectation value of S²: 0.75
Relative energy (zero: lowest compared OMol25 entry of this formula, charge and spin) in kJ/mol: 0.0
Multiplicity: 2
Charge: -1
Gap between HOMO and LUMO (alpha / beta) in Ha: 0.0448 / 0.2852
Largest force on an atom in eV Å⁻¹: 3.988

Mulliken atomic charge list, values in e, 4 entries: number 1, C, carries -0.6882; number 2, C, carries -0.0748; number 3, O, carries -0.3972; number 4, P, carries 0.6151